Record 1
{"formula": "C2H5N3", "method": "the ωB97M-V functional and the def2-TZVPD basis", "symbols": ["H", "N", "C", "C", "N", "N", "H", "H", "H", "H"], "xyz": [[2.884, 0.103, 0.724], [2.215, 0.122, 0.007], [1.008, 0.105, 0.295], [-0.185, -0.185, -0.757], [-1.370, -0.551, -0.058], [-2.049, 0.384, 0.343], [-2.939, 0.160, 0.926], [0.728, 0.075, 1.287], [0.095, -0.931, -1.405], [-0.388, 0.718, -1.362]], "mulliken_charge": [0.2621, -0.5204, -0.2953, -0.0667, -0.0898, -0.5062, 0.2323, 0.4011, 0.3280, 0.2550], "homo_energy_ha": -0.33268, "orbital_gap_ev": 9.7, "energy_ev": -6622.5531, "smiles": "[H]/N=C/C/N=N/[H]", "e_lumo_ev": 0.6, "relative_energy_kj_mol": 230.0}

Record 2
{"formula": "C23H68O11", "method": "the ωB97M-V functional and the def2-TZVPD basis", "symbols": ["C", "C", "C", "O", "H", "H", "H", "H", "H", "H", "H", "H", "C", "C", "C", "O", "H", "H", "H", "H", "H", "H", "H", "H", "C", "C", "C", "O", "H", "H", "H", "H", "H", "H", "H", "H", "C", "C", "O", "H", "H", "H", "H", "H", "H", "C", "C", "O", "H", "H", "H", "H", "H", "H", "C", "C", "O", "H", "H", "H", "H", "H", "H", "C", "C", "O", "H", "H", "H", "H", "H", "H", "C", "C", "O", "H", "H", "H", "H", "H", "H", "C", "C", "O", "H", "H", "H", "H", "H", "H", "C", "O", "H", "H", "H", "H", "C", "O", "H", "H", "H", "H"], "xyz": [[-0.166, 7.028, -1.537], [-0.728, 6.462, -0.251], [-0.490, 4.966, -0.026], [-0.159, 7.089, 0.910], [-0.790, 6.786, -2.398], [0.854, 6.834, -1.869], [-0.274, 8.113, -1.539], [-1.791, 6.699, -0.220], [-1.131, 4.675, 0.806], [0.567, 4.736, 0.114], [-0.958, 4.323, -0.771], [0.634, 7.572, 0.665], [4.729, 1.369, -1.338], [4.145, 0.008, -1.696], [2.797, 0.045, -2.502], [5.123, -0.767, -2.431], [3.975, 2.049, -0.940], [5.177, 1.812, -2.228], [5.453, 1.265, -0.530], [3.845, -0.515, -0.788], [2.667, -0.858, -3.098], [2.652, 0.737, -3.331], [1.948, 0.108, -1.820], [5.474, -0.151, -3.079], [-0.177, -1.115, 0.951], [-1.196, 0.009, 0.880], [-0.450, 1.308, 0.410], [-2.196, -0.218, -0.131], [0.800, -0.767, 0.617], [-0.393, -1.907, 0.234], [-0.107, -1.669, 1.887], [-1.629, 0.137, 1.872], [-1.123, 2.166, 0.436], [-0.002, 1.152, -0.571], [0.428, 1.538, 1.013], [-2.865, 0.464, -0.039], [-5.381, 1.300, 1.195], [-4.964, 2.601, 0.593], [-3.756, 2.415, -0.141], [-6.248, 1.540, 1.811], [-4.627, 0.852, 1.843], [-5.559, 0.645, 0.343], [-4.801, 3.318, 1.397], [-5.741, 2.869, -0.122], [-3.354, 3.255, -0.375], [-0.591, -0.976, -3.797], [0.267, -2.112, -3.306], [1.241, -2.549, -4.274], [-1.150, -0.491, -2.997], [-1.373, -1.357, -4.454], [-0.072, -0.125, -4.238], [-0.434, -2.915, -3.077], [0.721, -1.923, -2.333], [1.332, -3.473, -4.029], [-0.658, -5.284, 0.919], [-0.714, -5.201, -0.585], [0.462, -5.801, -1.072], [-1.548, -4.783, 1.298], [0.187, -4.710, 1.300], [-0.548, -6.329, 1.208], [-0.820, -4.192, -0.984], [-1.544, -5.669, -1.114], [1.108, -5.137, -0.822], [2.896, -3.560, -0.940], [3.654, -4.479, 0.013], [3.163, -4.172, 1.362], [2.872, -2.553, -0.523], [1.831, -3.790, -0.932], [3.130, -3.670, -1.999], [4.707, -4.220, -0.094], [3.610, -5.561, -0.113], [3.668, -3.404, 1.638], [2.828, 3.092, 2.437], [3.502, 3.994, 1.413], [4.159, 5.011, 2.109], [2.453, 2.289, 1.802], [2.010, 3.572, 2.974], [3.550, 2.569, 3.065], [2.671, 4.412, 0.846], [4.078, 3.394, 0.708], [5.064, 4.736, 2.271], [-3.571, -2.170, 2.901], [-3.919, -3.638, 2.809], [-2.967, -4.377, 3.525], [-2.514, -2.066, 2.656], [-3.652, -1.915, 3.958], [-4.222, -1.500, 2.338], [-3.777, -3.899, 1.760], [-4.951, -3.889, 3.053], [-3.219, -5.296, 3.643], [2.542, -0.695, 4.651], [2.936, -1.407, 3.452], [2.966, -1.190, 5.524], [2.975, 0.302, 4.559], [1.474, -0.542, 4.802], [2.373, -2.183, 3.423], [-4.368, -0.023, -3.502], [-5.614, -0.413, -3.966], [-4.165, 1.044, -3.589], [-4.336, -0.365, -2.467], [-3.607, -0.608, -4.018], [-6.311, -0.079, -3.397]], "mulliken_charge": [-1.5223, 0.5027, -0.3877, -0.5617, 0.3849, 0.3729, 0.4411, 0.1958, 0.3860, -0.4327, 0.3489, 0.3306, -1.2017, 0.6714, -0.8182, -0.5541, 0.0733, 0.4396, 0.3657, 0.0042, 0.3694, 0.5439, -0.1801, 0.3618, -0.9682, 1.0503, -0.9706, -0.4765, 0.1513, -0.0596, 0.2639, 0.3587, 0.3371, 0.1092, 0.0612, -0.0020, -0.9128, -0.2217, -0.3953, 0.4363, 0.1085, 0.2268, 0.3627, 0.2634, 0.1763, -1.2482, 0.3211, -0.5900, 0.0806, 0.3981, 0.3147, 0.4693, -0.1212, 0.3255, -0.2696, -0.0257, -0.6310, -0.1438, 0.0867, 0.3690, -0.2004, 0.4402, 0.2863, 0.8663, -0.4690, -0.4623, -0.5139, -0.6723, 0.3909, 0.3556, 0.3625, 0.2634, -0.6038, 0.2111, -0.5466, -0.0308, 0.3613, 0.3060, -0.2368, 0.1282, 0.3659, -0.3737, -0.4481, -0.5330, -0.1362, 0.3709, 0.1583, 0.2337, 0.4215, 0.2932, -0.5536, -0.4251, 0.3032, 0.1185, 0.2762, 0.2634, -0.0866, -0.5640, 0.2322, 0.1513, 0.0141, 0.3137], "homo_energy_ha": -0.36603, "orbital_gap_ev": 10.3, "energy_ev": -47471.4221, "smiles": "CC(C)O.CC(C)O.CC(C)O.CCO.CCO.CCO.CCO.CCO.CCO.CO.CO", "e_lumo_ev": 0.3, "relative_energy_kj_mol": 294.0}